Entry 1:
Density functional theory data (ωB97M-V with the def2-TZVPD basis set) for a molecular structure, C33H41BrCoGe2N3.

The value obtained for the largest force on an atom is 1.099 eV/A. The charge is +1. As for the spin multiplicity: 4. The calculation puts the HOMO-LUMO gap (alpha / beta) at 0.233 / 0.264 hartree.

Element x y z (Å)
Co  -0.008  -1.731  -1.037
C  2.881  -3.532  -1.316
C  1.670  -4.339  -0.973
C  1.785  -5.664  -0.568
C  0.646  -6.373  -0.235
C  -0.589  -5.769  -0.393
C  -0.645  -4.464  -0.860
N  0.473  -3.752  -1.083
C  -1.919  -3.785  -1.173
C  -3.112  -4.487  -1.258
C  -4.257  -3.833  -1.657
C  -4.191  -2.479  -1.924
C  -2.987  -1.805  -1.753
N  -1.857  -2.454  -1.414
C  -3.058  -0.322  -1.870
C  -3.742  0.245  -2.937
C  -4.057  1.594  -2.884
C  -3.746  2.294  -1.739
C  -3.033  1.660  -0.719
C  -2.772  2.408  0.554
N  -2.642  0.386  -0.814
H  3.785  -4.128  -1.224
H  2.962  -2.667  -0.653
H  2.801  -3.154  -2.335
H  2.759  -6.127  -0.510
H  0.715  -7.389  0.128
H  -1.493  -6.306  -0.149
H  -3.142  -5.546  -1.051
H  -5.193  -4.365  -1.757
H  -5.071  -1.933  -2.230
H  -4.027  -0.360  -3.787
H  -4.576  2.075  -3.703
H  -4.060  3.321  -1.610
H  -3.703  2.854  0.906
H  -2.061  3.222  0.399
H  -2.378  1.743  1.314
C  2.141  -1.716  3.506
C  1.539  -2.372  2.263
Ge  0.231  -1.218  1.242
C  -1.535  -1.411  2.186
C  -1.550  -1.006  3.660
C  0.879  0.617  1.649
C  1.297  1.668  0.947
Ge  1.501  1.890  -1.033
C  0.155  2.579  -2.345
C  -0.258  4.044  -2.261
C  3.356  2.526  -1.365
C  3.413  3.901  -2.034
C  1.795  2.908  1.591
C  2.542  2.852  2.770
C  3.012  4.011  3.364
C  2.755  5.249  2.792
C  2.021  5.321  1.618
C  1.549  4.160  1.027
H  2.794  -2.413  4.036
H  1.368  -1.393  4.205
H  2.740  -0.845  3.231
H  0.993  -3.280  2.538
H  2.345  -2.678  1.591
H  -1.818  -2.464  2.086
H  -2.265  -0.829  1.623
H  -0.898  -1.648  4.254
H  -2.558  -1.092  4.071
H  -1.225  0.028  3.794
H  0.891  0.755  2.734
H  -0.713  1.924  -2.278
H  0.638  2.378  -3.305
H  -0.731  4.284  -1.307
H  -0.978  4.262  -3.052
H  0.595  4.709  -2.401
H  3.862  1.782  -1.982
H  3.860  2.557  -0.398
H  2.979  3.878  -3.034
H  4.449  4.228  -2.130
H  2.885  4.651  -1.445
H  2.768  1.890  3.211
H  3.591  3.946  4.277
H  3.137  6.151  3.251
H  1.816  6.282  1.164
H  0.952  4.233  0.118
Br  1.525  -0.339  -2.109

List of Mulliken charges in e, atom by atom: Co -0.53; C -1.45; C 1.10; C -0.73; C -0.74; C -0.86; C 0.63; N 0.21; C 0.91; C -0.73; C -0.96; C -0.93; C 0.68; N 0.34; C 0.24; C -0.89; C -0.72; C -0.71; C 0.66; C -1.19; N 0.39; H 0.44; H 0.18; H 0.33; H 0.43; H 0.46; H 0.40; H 0.32; H 0.45; H 0.55; H 0.60; H 0.47; H 0.50; H 0.51; H 0.13; H 0.02; C -1.28; C -0.66; Ge 0.98; C -0.50; C -1.35; C -0.96; C 0.64; Ge 0.19; C -0.01; C -1.30; C -0.47; C -1.17; C 0.09; C -0.36; C -0.77; C -0.52; C -0.88; C 0.10; H 0.43; H 0.23; H 0.24; H 0.36; H 0.21; H 0.37; H 0.23; H 0.31; H 0.43; H 0.26; H 0.57; H 0.05; H 0.47; H 0.19; H 0.44; H 0.32; H 0.61; H 0.35; H 0.33; H 0.41; H 0.21; H 0.40; H 0.44; H 0.39; H 0.43; H 0.37; Br -0.30

Entry 2:
Density functional theory data (ωB97M-V with the def2-TZVPD basis set) for 4 unconnected molecules or ions with the total composition C33H41F3N2O6S.

The value obtained for the largest force on an atom is 9.163 eV/A. As for the SMILES: COC[C@](CCCCCCCSc1nnco1)(COO)OC(=O)C(F)(F)F.c1ccccc1.c1ccccc1.c1ccccc1. The calculation puts the HOMO-LUMO gap at 0.285 hartree.

Element x y z (Å)
C  3.340  0.867  0.552
O  2.455  -0.305  0.509
C  1.159  -0.013  -0.123
C  -0.130  -0.008  0.887
C  -1.470  0.660  0.141
C  -2.342  -0.423  -0.725
C  -3.776  0.202  -1.268
C  -4.899  -0.215  -0.101
C  -6.376  -0.245  -0.814
C  -7.201  -1.557  -0.266
C  -8.840  -1.261  -0.113
S  -9.064  -0.264  1.456
C  -10.856  0.158  1.791
N  -12.095  0.163  0.924
N  -13.099  0.631  1.804
C  -12.493  0.920  3.191
O  -11.049  0.611  3.205
C  0.248  1.086  2.095
O  -0.028  2.484  1.676
O  1.049  3.076  1.244
O  -0.410  -1.273  1.573
C  0.085  -2.448  0.849
O  -0.306  -2.885  -0.350
C  1.229  -3.391  1.622
F  0.597  -4.715  1.893
F  2.421  -3.589  0.721
F  1.708  -2.801  2.894
H  3.140  1.539  1.516
H  3.385  1.499  -0.431
H  4.444  0.440  0.713
H  1.009  -0.684  -1.099
H  1.246  1.100  -0.548
H  -1.029  1.438  -0.631
H  -2.187  1.193  0.923
H  -2.507  -1.368  -0.043
H  -1.724  -0.749  -1.692
H  -4.027  -0.287  -2.321
H  -3.704  1.367  -1.375
H  -4.653  -1.267  0.395
H  -4.854  0.580  0.756
H  -6.891  0.785  -0.605
H  -6.222  -0.392  -1.967
H  -6.971  -2.542  -0.863
H  -6.823  -1.737  0.852
H  -9.168  -0.691  -1.106
H  -9.363  -2.329  -0.071
H  -13.032  1.347  4.143
H  1.318  0.921  2.540
H  -0.535  0.859  2.966
H  0.839  3.721  0.486
C  -7.016  -3.780  -6.273
C  -7.495  -2.698  -5.535
C  -6.881  -2.346  -4.333
C  -5.781  -3.071  -3.874
C  -5.299  -4.150  -4.614
C  -5.919  -4.508  -5.811
H  -7.497  -4.056  -7.208
H  -8.348  -2.129  -5.896
H  -7.259  -1.507  -3.755
H  -5.299  -2.794  -2.940
H  -4.441  -4.714  -4.257
H  -5.547  -5.352  -6.385
C  8.423  1.995  3.698
C  8.270  1.431  2.431
C  7.252  0.507  2.196
C  6.380  0.155  3.226
C  6.530  0.721  4.492
C  7.554  1.638  4.729
H  9.218  2.712  3.881
H  8.946  1.711  1.627
H  7.138  0.063  1.211
H  5.583  -0.561  3.042
H  5.849  0.448  5.294
H  7.674  2.075  5.716
C  12.987  3.055  0.441
C  11.599  2.958  0.535
C  10.813  3.074  -0.611
C  11.416  3.278  -1.853
C  12.804  3.371  -1.946
C  13.590  3.264  -0.799
H  13.600  2.968  1.335
H  11.130  2.792  1.501
H  9.731  3.005  -0.537
H  10.803  3.363  -2.746
H  13.274  3.528  -2.914
H  14.671  3.342  -0.872

List of Mulliken charges in e, atom by atom: C -0.20; O -0.26; C -0.82; C 1.30; C -0.59; C -0.34; C -0.40; C -0.82; C -0.03; C -0.79; C -0.51; S -0.14; C 0.37; N -0.20; N -0.32; C -0.01; O -0.24; C -0.90; O -0.19; O -0.34; O -0.38; C 0.43; O -0.47; C 0.75; F -0.24; F -0.23; F -0.22; H 0.17; H 0.27; H -0.09; H 0.25; H 0.41; H 0.23; H 0.20; H 0.12; H 0.20; H 0.35; H 0.24; H 0.32; H 0.20; H 0.36; H 0.04; H 0.28; H 0.36; H 0.31; H 0.37; H 0.32; H 0.30; H 0.29; H 0.31; C -0.37; C -0.56; C -0.17; C 0.00; C -0.59; C -0.34; H 0.35; H 0.36; H 0.26; H 0.33; H 0.37; H 0.36; C -0.39; C 0.18; C -0.67; C -0.27; C -0.54; C -0.34; H 0.36; H 0.07; H 0.38; H 0.49; H 0.36; H 0.36; C -0.55; C -0.01; C -0.34; C -0.39; C -0.40; C -0.29; H 0.35; H 0.25; H 0.35; H 0.35; H 0.35; H 0.35